<P>
{
  "formula": "C5H5NO",
  "method": "wB97M-V/def2-TZVPD",
  "gap_ev": 11.20,
  "smiles": "C#C[C@@H](O)CC#N",
  "species": ["O", "C", "C", "C", "N", "C", "C", "H", "H", "H", "H", "H"],
  "positions_angstrom": [[1.191, 1.501, -0.081], [0.647, 0.269, -0.504], [0.811, -0.711, 0.682], [-0.369, -0.753, 1.543], [-1.330, -0.788, 2.181], [-0.765, 0.331, -0.909], [-1.934, 0.185, -1.155], [0.840, 2.202, -0.647], [1.217, -0.136, -1.353], [0.985, -1.724, 0.312], [1.681, -0.398, 1.264], [-2.973, 0.022, -1.334]],
  "nbo_charge": [-0.6984, 0.0432, -0.5133, 0.2874, -0.3158, -0.0701, -0.1799, 0.4831, 0.1957, 0.2534, 0.2696, 0.2452]
}

---

<Q>
{
  "formula": "C5H5NO",
  "method": "wB97M-V/def2-TZVPD",
  "gap_ev": 10.54,
  "smiles": "N#C[C@@H]1C[C@@H]1C=O",
  "species": ["O", "C", "C", "C", "C", "C", "N", "H", "H", "H", "H", "H"],
  "positions_angstrom": [[-1.328, -1.647, 1.385], [-0.886, -0.550, 1.251], [-0.669, 0.396, 0.138], [0.846, 0.403, 0.311], [0.206, 0.476, -1.090], [0.385, -0.651, -2.006], [0.492, -1.545, -2.735], [-0.186, 0.102, 2.171], [-1.080, 1.373, 0.403], [1.233, -0.614, 0.402], [0.915, 0.841, 1.387], [0.072, 1.417, -1.617]],
  "nbo_charge": [-0.4928, 0.4886, -0.3462, -0.4066, -0.2709, 0.2648, -0.2683, 0.0351, 0.2310, 0.2237, 0.2680, 0.2735]
}

---

Most stable of them? <P>.

---

<P>
{
  "formula": "CH4N4O2",
  "method": "wB97M-V/def2-TZVPD",
  "gap_ev": 9.66,
  "smiles": "NN/C=N/[N+](=O)[O-]",
  "species": ["C", "N", "N", "N", "N", "O", "O", "H", "H", "H", "H"],
  "positions_angstrom": [[0.528, 0.262, -0.215], [0.608, -1.023, -0.610], [-0.377, -2.005, -0.289], [-0.378, 0.683, 0.615], [-0.353, 1.942, 1.102], [0.739, 2.480, 1.263], [-1.432, 2.425, 1.418], [-1.359, -1.766, -0.333], [1.172, 1.001, -0.558], [1.167, -1.271, -1.398], [-0.316, -2.729, -0.994]],
  "nbo_charge": [0.2912, -0.3866, -0.6411, -0.4187, 0.6140, -0.4274, -0.3677, 0.3785, 0.2051, 0.3979, 0.3549]
}

---

<Q>
{
  "formula": "CH4N4O2",
  "method": "wB97M-V/def2-TZVPD",
  "gap_ev": [8.36, 8.36],
  "species": ["C", "N", "N", "N", "N", "O", "O", "H", "H", "H", "H"],
  "positions_angstrom": [[-1.946, 1.202, -0.163], [2.309, -1.692, 0.989], [1.393, -1.032, 0.447], [-1.161, 0.301, -0.881], [1.159, 0.179, 0.409], [-1.586, 2.298, 0.212], [0.121, 0.457, -1.017], [-2.874, 0.642, -0.128], [2.025, -2.612, 0.825], [-1.304, -0.662, -1.048], [1.862, 0.920, 0.354]],
  "nbo_charge": [0.5050, -0.4388, 0.0094, -0.2902, -0.1787, -0.5272, -0.2717, 0.1145, 0.3221, 0.3801, 0.3755]
}

---

Most stable of them? <P>.

---

<P>
{
  "formula": "C9H14",
  "method": "wB97M-V/def2-TZVPD",
  "gap_ev": 9.90,
  "smiles": "Cc1ccccc1.CC",
  "species": ["C", "C", "H", "H", "H", "H", "H", "H", "C", "C", "C", "C", "C", "C", "C", "H", "H", "H", "H", "H", "H", "H", "H"],
  "positions_angstrom": [[3.578, -2.020, 0.787], [2.294, -1.613, 1.482], [4.102, -2.911, 1.087], [3.399, -2.049, -0.303], [4.290, -1.198, 0.882], [1.757, -2.535, 1.784], [1.518, -1.034, 0.970], [2.545, -1.037, 2.377], [-2.718, -1.036, -0.948], [0.110, 1.566, -1.298], [-0.845, 0.589, -1.624], [0.190, 1.942, 0.037], [-1.640, -0.024, -0.645], [-0.679, 1.506, 1.043], [-1.428, 0.401, 0.649], [0.836, 1.825, -2.038], [-1.230, 0.368, -2.641], [1.020, 2.545, 0.436], [-0.598, 1.915, 2.027], [-2.660, -1.876, -0.256], [-2.858, -1.276, -2.002], [-1.987, -0.026, 1.479], [-3.590, -0.419, -0.626]],
  "nbo_charge": [-0.6146, -0.6184, 0.2102, 0.2037, 0.1987, 0.1998, 0.2204, 0.1996, -0.6312, -0.2340, -0.1936, -0.2131, -0.0314, -0.2052, -0.2101, 0.2197, 0.2045, 0.2072, 0.2192, 0.2259, 0.2220, 0.1984, 0.2222]
}

---

<Q>
{
  "formula": "C9H14",
  "method": "wB97M-V/def2-TZVPD",
  "gap_ev": 9.64,
  "smiles": "Cc1ccccc1.CC",
  "species": ["C", "C", "C", "C", "C", "C", "C", "H", "H", "H", "H", "H", "H", "H", "H", "C", "C", "H", "H", "H", "H", "H", "H"],
  "positions_angstrom": [[0.586, -2.065, 0.702], [1.038, 0.477, 0.614], [0.324, -0.629, 1.185], [1.165, 1.722, 1.268], [-0.541, -0.474, 2.326], [0.410, 1.727, 2.540], [-0.521, 0.761, 2.905], [1.520, 0.320, -0.424], [1.603, 2.560, 0.882], [-0.025, -2.359, -0.202], [0.541, -2.796, 1.565], [-1.268, -1.154, 2.622], [0.497, 2.593, 3.266], [-1.098, 0.966, 3.759], [1.572, -2.118, 0.445], [-0.849, 0.499, -2.331], [-0.571, -0.314, -3.572], [-1.765, 1.142, -2.496], [-1.161, -0.031, -1.352], [0.174, 0.925, -1.932], [-0.513, 0.300, -4.386], [0.182, -1.042, -3.382], [-1.300, -1.011, -4.001]],
  "nbo_charge": [-0.6347, -0.2227, -0.0069, -0.2078, -0.2059, -0.2006, -0.2284, 0.2112, 0.2157, 0.2193, 0.2201, 0.2123, 0.2069, 0.2080, 0.2123, -0.6259, -0.6311, 0.2158, 0.2100, 0.2128, 0.2090, 0.2062, 0.2044]
}

---

<R>
{
  "formula": "C9H14",
  "method": "wB97M-V/def2-TZVPD",
  "gap_ev": 9.90,
  "smiles": "Cc1ccccc1.CC",
  "species": ["C", "C", "C", "C", "C", "C", "C", "H", "H", "H", "H", "H", "H", "H", "H", "C", "C", "H", "H", "H", "H", "H", "H"],
  "positions_angstrom": [[2.278, -0.253, -0.127], [0.222, 2.215, -2.044], [1.296, 1.516, -1.572], [-1.043, 1.996, -1.450], [1.062, 0.507, -0.618], [-1.283, 1.033, -0.479], [-0.180, 0.231, -0.108], [0.178, 2.677, -3.023], [2.331, 1.635, -1.904], [-1.832, 2.532, -1.977], [-2.248, 1.011, -0.029], [2.006, -1.310, -0.004], [2.474, 0.120, 0.887], [-0.376, -0.635, 0.515], [3.126, -0.134, -0.793], [-1.748, -3.000, 2.638], [-0.396, -2.423, 2.232], [-2.278, -3.552, 1.872], [-1.759, -3.590, 3.560], [-2.347, -2.151, 3.035], [-0.078, -1.579, 2.829], [-0.480, -2.264, 1.158], [0.359, -3.209, 2.356]],
  "nbo_charge": [-0.6279, -0.2095, -0.2187, -0.2225, -0.0013, -0.2005, -0.2295, 0.2132, 0.2092, 0.2063, 0.2149, 0.2147, 0.2193, 0.2136, 0.2134, -0.6153, -0.6114, 0.2092, 0.2039, 0.2022, 0.2125, 0.2011, 0.2031]
}

---

Most stable of them? <R>.